Below is a structure of composition C13H16ClIN2Sr in a non-equilibrium geometry, with properties calculated with the ωB97M-V functional and the def2-TZVPD basis.

CARTESIAN COORDINATES (ANGSTROEM)
C1 0.32 4.01 0.62
C2 3.50 0.45 -0.90
H1 -0.44 4.02 -0.17
H2 1.35 3.93 0.22
H3 0.31 4.99 1.09
H4 3.49 -0.01 -1.90
H5 4.15 1.34 -0.95
H6 4.03 -0.25 -0.23
C3 -1.99 1.80 -0.93
C4 -3.27 1.63 -1.45
C5 -3.58 0.43 -2.09
C6 -2.60 -0.56 -2.14
H7 -1.73 2.71 -0.40
H8 -3.99 2.43 -1.36
H9 -4.56 0.25 -2.54
H10 -2.79 -1.53 -2.62
N1 -1.02 0.88 -1.01
C7 -1.33 -0.33 -1.56
C8 -0.27 -1.39 -1.57
N2 0.91 -1.09 -0.97
C9 1.88 -2.02 -1.00
C10 0.60 -3.53 -2.34
C11 1.82 -3.20 -1.74
H11 2.78 -1.76 -0.43
H12 2.70 -3.82 -1.83
C12 -0.47 -2.65 -2.19
H13 -1.47 -2.90 -2.54
H14 0.48 -4.44 -2.91
Sr1 1.58 1.68 -0.16
I1 -0.20 2.76 2.38
Cl1 2.48 0.30 2.71
C13 2.97 -1.24 2.33
H15 3.88 -1.56 2.83
H16 2.24 -1.84 1.78

The calculation puts the LUMO energy (spin up / spin down) at -0.8994 / -0.8996 eV. The calculation puts the HOMO energy (spin up / spin down) at -4.1 / -4.1 eV. Its total energy is -1402.88336 Eh. The calculation puts the HOMO-LUMO gap (spin up / spin down) at 3.162 / 3.159 eV. The energy above the lowest of the compared OMol25 structures with the same formula, charge and spin is 0.0 kcal per mole.